This record from OMol25 describes an isolated molecule of C4H5NO6S in a non-equilibrium geometry. The level of theory is wB97M-V/def2-TZVPD.

The geometry in ORCA input format:
```
! RIJCOSX wB97M-V def2-TZVPD def2/J DEFGRID3
* xyz 0 1
S -1.720 0.166 -0.525
O -2.229 -0.895 -1.314
O 0.205 2.351 0.572
O -2.083 -0.103 1.279
O -2.125 1.472 -0.783
O -1.265 -1.230 1.541
O 0.245 -1.852 -1.502
N -0.044 0.201 -0.468
C 1.938 0.696 0.364
C 2.029 -0.566 -0.271
C 0.697 1.163 0.176
C 0.810 -0.876 -0.821
H 2.719 1.077 0.833
H 3.025 -0.917 -0.567
H -0.871 -1.116 2.419
H -0.568 -1.998 -1.158
H -0.762 2.429 0.224
*
```

Calculated values
Calculated total energy = -28833.580 eV
Energy above the lowest of the compared OMol25 structures with the same formula, charge and spin = 240.7 kJ/mol
Highest occupied orbital energy = -7.98 eV
Gap between HOMO and LUMO = 8.0 eV
Structure (SMILES) = O=S(=O)(OO)n1c(O)ccc1O

This record from OMol25 describes an isolated molecule of C23H26N2O6S. The level of theory is wB97M-V/def2-TZVPD.

The geometry in ORCA input format:
```
! RIJCOSX wB97M-V def2-TZVPD def2/J DEFGRID3
* xyz 0 1
S 0.053 1.009 -2.095
O 2.853 1.309 -2.550
O 0.839 5.250 0.747
O -1.290 1.191 -1.602
O 3.011 0.036 0.017
O 2.134 -0.469 1.986
O 0.198 0.816 -3.502
N -1.596 -0.921 0.159
N 0.664 -0.380 -1.360
C -0.974 -1.541 4.458
C 1.066 2.332 -1.465
C 2.429 2.296 -1.734
C 2.010 -0.265 0.643
C 1.079 -0.846 2.741
C 0.313 -1.373 4.956
C 2.659 4.234 -0.326
C -0.209 -1.045 2.213
C -0.542 5.313 1.019
C 4.245 1.109 -2.693
C 1.332 -1.018 4.102
C -1.228 -1.378 3.115
C 1.286 4.258 -0.069
C -2.623 -1.940 0.256
C -1.252 -3.716 -0.895
C 0.487 3.279 -0.646
C -0.398 -0.845 0.785
C -2.761 -2.263 -2.262
C -2.175 -3.662 -2.108
C 3.226 3.275 -1.139
C 0.717 -0.468 0.055
C -2.020 -3.347 0.372
C -3.505 -1.847 -0.994
H 1.595 -0.504 -1.749
H -3.454 -2.238 -3.105
H 0.512 -1.509 6.007
H -0.832 -4.718 -0.786
H -1.781 -1.799 5.127
H -0.577 3.208 -0.488
H 3.275 4.988 0.137
H -0.891 4.415 1.539
H -1.959 -1.554 -2.480
H -1.621 -3.932 -3.008
H -4.369 -2.500 -0.851
H -3.263 -1.746 1.128
H 4.292 3.285 -1.297
H 4.347 0.249 -3.352
H -3.867 -0.823 -1.097
H 4.698 0.888 -1.724
H -1.359 -3.397 1.239
H -2.234 -1.495 2.756
H -2.833 -4.060 0.527
H -2.984 -4.387 -1.981
H -1.125 5.450 0.103
H -0.425 -3.018 -1.040
H 4.729 1.975 -3.153
H -1.568 -0.476 -0.753
H 2.339 -0.862 4.454
H -0.674 6.179 1.665
*
```

Calculated values
Calculated total energy = -50373.403 eV
Energy above the lowest of the compared OMol25 structures with the same formula, charge and spin = 280.0 kJ/mol
Highest occupied orbital energy = -8.10 eV
Gap between HOMO and LUMO = 8.2 eV
Structure (SMILES) = COc1ccc(OC)c(S(=O)(=O)Nc2c(NC3CCCCC3)c3ccccc3oc2=O)c1

This record from OMol25 describes a cluster of 2 separate species, C2O2S in total in a non-equilibrium geometry. The level of theory is wB97M-V/def2-TZVPD.

The geometry in ORCA input format:
```
! RIJCOSX wB97M-V def2-TZVPD def2/J DEFGRID3
* xyz 0 3
S 1.299 2.091 -0.889
O -1.169 -0.961 1.302
O -0.300 -1.137 -0.800
C -0.596 -1.005 0.346
C 0.766 1.012 0.042
*
```

Calculated values
<S²> = 2.026
Calculated total energy = -16998.634 eV
Energy above the lowest of the compared OMol25 structures with the same formula, charge and spin = 34.8 kJ/mol
Highest occupied orbital energy (spin up / spin down) = -7.42 / -11.41 eV
Gap between HOMO and LUMO (spin up / spin down) = 6.8 / 7.8 eV

This record from OMol25 describes an isolated molecule of C4H7NO in a non-equilibrium geometry. The level of theory is wB97M-V/def2-TZVPD.

The geometry in ORCA input format:
```
! RIJCOSX wB97M-V def2-TZVPD def2/J DEFGRID3
* xyz 0 1
O -0.586 1.496 0.365
N -0.916 -1.723 -0.698
C 0.419 0.510 -0.533
C -0.737 -0.517 -0.388
C -1.566 0.456 0.466
C 1.613 0.161 0.340
H 1.901 0.842 1.101
H 1.393 -0.769 0.847
H -2.479 0.642 0.053
H -0.347 -2.214 -1.398
H -1.815 0.035 1.509
H 0.611 1.050 -1.414
H 2.508 0.030 -0.250
*
```

Calculated values
Calculated total energy = -7796.503 eV
Energy above the lowest of the compared OMol25 structures with the same formula, charge and spin = 303.1 kJ/mol
Highest occupied orbital energy = -9.77 eV
Gap between HOMO and LUMO = 10.8 eV
Structure (SMILES) = [H]/N=C1/CO[C@H]1C

This record from OMol25 describes a structure of composition C29H20AuCl3N2O2P in a non-equilibrium geometry. The level of theory is wB97M-V/def2-TZVPD.

The geometry in ORCA input format:
```
! RIJCOSX wB97M-V def2-TZVPD def2/J DEFGRID3
* xyz 1 3
Au -0.864 -1.750 -0.563
Cl -1.791 -4.331 -1.440
Cl -4.282 -4.221 -2.885
Cl -4.189 -5.258 -0.167
P -1.100 0.725 -0.120
O -5.091 -2.486 -0.426
O -3.028 -1.686 -0.916
N -1.121 -1.600 2.007
N 9.005 -2.690 -0.376
C 2.234 -2.402 -0.423
C 1.589 1.211 -0.732
C 2.687 2.024 -0.973
C -2.362 2.004 -2.186
C -1.525 -0.093 3.899
C -1.550 2.105 2.231
C 3.650 -2.534 -0.389
C 4.339 -3.079 -1.479
C -4.779 2.336 -0.858
C 7.856 -2.682 -0.367
C -3.420 2.622 -2.826
C -1.751 2.274 3.587
C 0.191 3.163 -0.540
C -3.949 -2.495 -0.769
C 1.032 -2.215 -0.470
C -1.328 -0.277 2.533
C -2.503 1.570 -0.864
C -1.740 1.167 4.425
C 1.290 3.968 -0.782
C 5.717 -3.141 -1.467
C -1.341 0.834 1.686
C -4.628 2.793 -2.160
C 5.743 -2.129 0.733
C -3.520 -4.133 -1.318
C 0.338 1.774 -0.501
C 6.426 -2.656 -0.366
C 4.365 -2.070 0.723
C 2.540 3.402 -0.997
C -3.725 1.715 -0.208
H -1.503 -0.959 4.550
H 1.166 5.043 -0.810
H -3.304 2.967 -3.845
H -1.848 -2.230 2.328
H 3.654 1.573 -1.153
H -5.725 2.461 -0.349
H 6.304 -1.773 1.587
H -1.417 1.863 -2.698
H 3.393 4.037 -1.196
H 3.828 -1.657 1.566
H -1.897 1.285 5.489
H 3.779 -3.447 -2.327
H 1.695 0.138 -0.736
H -0.234 -1.979 2.322
H 6.256 -3.560 -2.306
H -3.851 1.353 0.804
H -1.555 2.971 1.583
H -1.919 3.262 3.992
H -5.454 3.278 -2.662
H -0.782 3.615 -0.395
*
```

Calculated values
<S²> = 2.014
Calculated total energy = -88010.251 eV
Energy above the lowest of the compared OMol25 structures with the same formula, charge and spin = 62.9 kJ/mol
Highest occupied orbital energy (spin up / spin down) = -10.84 / -10.95 eV
Gap between HOMO and LUMO (spin up / spin down) = 8.5 / 3.2 eV

This record from OMol25 describes an isolated molecule of C3H8N2O2 in a non-equilibrium geometry. The level of theory is wB97M-V/def2-TZVPD.

The geometry in ORCA input format:
```
! RIJCOSX wB97M-V def2-TZVPD def2/J DEFGRID3
* xyz 0 1
O 1.999 1.606 0.354
O -1.983 0.488 -0.069
N -1.480 -1.688 -0.381
N 1.159 -1.206 0.011
C -1.141 -0.379 -0.163
C 0.341 -0.067 -0.344
C 0.637 1.201 0.459
H -0.836 -2.324 -0.826
H 0.837 -1.719 0.818
H 2.109 -0.873 0.130
H 0.437 0.980 1.513
H -0.083 1.989 0.234
H -2.446 -1.897 -0.194
H 2.052 2.129 -0.452
H 0.523 0.167 -1.399
*
```

Calculated values
Calculated total energy = -10316.133 eV
Energy above the lowest of the compared OMol25 structures with the same formula, charge and spin = 79.1 kJ/mol
Highest occupied orbital energy = -9.54 eV
Gap between HOMO and LUMO = 10.3 eV
Structure (SMILES) = NC(=O)[C@H](N)CO

This record from OMol25 describes a cluster of 2 separate species, CH7N4O in total in a non-equilibrium geometry. The level of theory is wB97M-V/def2-TZVPD.

The geometry in ORCA input format:
```
! RIJCOSX wB97M-V def2-TZVPD def2/J DEFGRID3
* xyz 1 1
O -0.110 1.038 2.541
N -0.589 -0.539 -0.004
N 0.820 -1.179 -1.644
N -1.039 0.056 -2.228
N 0.727 1.189 3.422
C -0.303 -0.544 -1.270
H -1.918 0.489 -1.998
H -1.402 -0.030 0.312
H 0.543 1.818 4.216
H 1.115 -1.265 -2.602
H 1.615 0.673 3.388
H -0.831 -0.078 -3.206
H 1.372 -1.627 -0.929
*
```

Calculated values
Calculated total energy = -9148.004 eV
Energy above the lowest of the compared OMol25 structures with the same formula, charge and spin = 196.7 kJ/mol
Highest occupied orbital energy (spin up / spin down) = -13.98 / -11.58 eV
Gap between HOMO and LUMO (spin up / spin down) = 11.0 / 3.8 eV

This record from OMol25 describes a structure of composition C10H9F3 in a non-equilibrium geometry. The level of theory is wB97M-V/def2-TZVPD.

The geometry in ORCA input format:
```
! RIJCOSX wB97M-V def2-TZVPD def2/J DEFGRID3
* xyz 0 1
F -3.750 1.817 0.236
F -0.203 2.843 1.088
F -0.641 2.960 -1.066
C -1.615 -1.660 -0.055
C -3.011 -1.686 -0.144
C -3.703 -0.498 -0.014
C -0.271 2.105 -0.120
C -3.049 0.721 0.138
C 0.872 1.222 -0.354
C -0.935 -0.447 0.014
C 0.576 -0.290 -0.019
C 2.083 1.691 0.405
C -1.680 0.720 0.059
H 1.809 1.587 1.400
H -0.934 -2.425 -0.201
H -3.536 -2.647 0.036
H 2.915 1.026 0.328
H 0.799 -1.007 -0.918
H 2.510 2.636 0.151
H -4.772 -0.652 -0.208
H 1.224 -0.533 0.876
H 1.115 1.187 -1.467
*
```

Calculated values
Calculated total energy = -18666.165 eV
Highest occupied orbital energy = -9.21 eV
Gap between HOMO and LUMO = 10.0 eV

Question: Which value of calculated total energy does entry 3 give?
Answer: -16998.634 eV